# 1
{
  "formula": "C56H43IN2O9",
  "method": "wB97M-V/def2-TZVPD",
  "species": ["C", "C", "H", "C", "H", "C", "H", "C", "H", "N", "H", "H", "C", "H", "C", "H", "H", "H", "O", "C", "C", "H", "C", "H", "C", "O", "N", "H", "H", "C", "H", "C", "C", "H", "H", "C", "H", "H", "C", "H", "C", "C", "O", "C", "H", "H", "C", "C", "O", "C", "H", "C", "C", "C", "H", "H", "H", "H", "C", "C", "H", "C", "H", "H", "C", "H", "C", "H", "H", "C", "C", "H", "O", "C", "C", "O", "C", "C", "C", "H", "O", "C", "C", "C", "H", "O", "C", "C", "C", "C", "C", "C", "H", "C", "C", "H", "C", "C", "H", "C", "H", "C", "H", "H", "O", "C", "H", "C", "C", "C", "I"],
  "xyz": [[-4.009, 0.988, -4.690], [7.830, -0.219, 5.404], [7.890, 1.431, 3.277], [1.876, 1.103, 1.883], [-0.157, 1.002, 4.602], [9.653, 0.756, 2.261], [3.109, 2.857, -4.726], [-11.097, -0.927, 1.974], [-5.996, 3.569, 3.366], [2.199, -0.124, -6.005], [0.792, -1.658, -4.085], [2.029, 1.020, 5.744], [-2.764, 1.857, -6.793], [9.567, 1.492, 1.470], [0.756, 1.030, 4.019], [1.363, 1.193, -2.245], [-5.699, -1.913, -7.019], [-4.095, -0.159, -8.060], [-1.008, -0.241, -5.088], [-5.251, -1.125, -6.377], [-3.766, 0.862, -6.105], [-3.738, 2.851, 4.051], [-1.890, 0.880, -0.183], [2.335, 2.404, -6.277], [8.821, -0.218, 4.298], [2.854, 1.261, -0.248], [0.971, -0.804, -6.081], [-4.919, -1.250, 3.712], [-1.536, -2.485, -7.072], [-4.496, 2.109, 3.826], [-1.749, 0.118, -7.814], [7.982, -1.208, 6.500], [-9.804, -1.330, 2.271], [-6.163, -1.796, -4.497], [-11.858, -1.669, 1.759], [-5.160, -0.197, 3.633], [0.623, -4.085, -5.590], [6.532, -2.091, 9.433], [8.710, 0.722, 3.278], [4.123, 1.063, 4.421], [7.095, -1.185, 7.573], [2.353, 0.724, -4.807], [-7.176, -2.007, 2.941], [-8.106, 2.005, 2.778], [11.455, -0.112, 1.472], [2.443, 0.353, -6.869], [8.226, -3.075, 8.547], [-0.664, 0.987, 0.468], [6.914, 0.582, 5.415], [3.162, 1.068, 3.918], [-0.817, 1.011, -3.399], [7.220, -2.114, 8.596], [-4.353, -0.154, -6.972], [-10.446, 1.377, 2.223], [-3.533, 1.776, -4.064], [1.713, 0.431, -3.948], [-9.557, -2.385, 2.286], [2.003, -2.372, -5.179], [3.107, 1.106, 2.532], [10.817, -1.097, 3.266], [8.319, -3.804, 9.343], [9.869, -1.140, 4.284], [-12.435, 0.739, 1.739], [-0.740, -4.061, -7.443], [-5.493, -1.025, -4.939], [4.025, 1.133, 1.957], [0.453, 1.104, -1.667], [11.639, -1.802, 3.259], [-10.701, 2.430, 2.206], [-7.455, -0.823, 2.911], [9.002, -2.159, 6.461], [6.309, -0.441, 7.614], [-2.929, 3.047, -6.815], [-9.146, 0.978, 2.515], [1.985, 1.040, 4.661], [-1.652, 0.954, 2.597], [-0.622, 0.996, 1.950], [-4.922, 0.000, -4.089], [-6.435, 0.203, 3.240], [3.419, 0.586, -4.459], [10.862, -3.008, 5.304], [-11.421, 0.427, 1.959], [1.829, 1.161, 0.401], [-1.942, 0.883, -1.569], [0.201, -2.561, -7.776], [-0.322, 1.197, -6.664], [-0.772, 1.002, -2.314], [-5.765, 2.513, 3.440], [-0.549, -3.012, -7.080], [-0.167, 0.038, -5.920], [0.957, -1.956, -5.160], [0.011, -3.143, -5.614], [-2.897, 0.794, -2.073], [0.511, 1.087, -0.277], [0.697, 1.050, 2.628], [-3.207, 0.442, 4.239], [9.115, -3.098, 7.483], [10.712, -0.148, 2.260], [9.900, -3.845, 7.451], [-6.742, 1.562, 3.155], [-5.120, 0.064, -2.992], [2.252, 2.283, -5.158], [-1.294, 1.761, -8.408], [-2.805, 0.789, 0.390], [-8.372, 3.189, 2.692], [9.981, -2.171, 5.346], [1.270, 2.731, -4.874], [-4.194, 0.754, 3.929], [-8.827, -0.380, 2.553], [-1.504, 1.161, -7.482], [-1.619, -3.494, -4.186]],
  "homo_energy_ev": -9.15,
  "homo_lumo_gap_ha": 0.29513,
  "spin_multiplicity": 1,
  "total_energy_ha": -3244.11262,
  "smiles": "CCNN(C[C@H](C)I)C(=O)OCC(=O)c1ccccc1.O=C1c2ccccc2C(=O)c2ccccc21.O=C1c2ccccc2C(=O)c2ccccc21.O=C1c2ccccc2C(=O)c2ccccc21",
  "charge": 0,
  "e_lumo_ev": -1.12
}

***

# 2
{
  "formula": "C56H43N3O2P2PtS2",
  "method": "wB97M-V/def2-TZVPD",
  "species": ["H", "S", "C", "C", "C", "C", "C", "H", "C", "H", "C", "C", "C", "H", "C", "H", "H", "C", "H", "H", "C", "C", "H", "H", "H", "C", "C", "C", "C", "H", "C", "C", "C", "C", "C", "H", "C", "H", "C", "H", "H", "S", "C", "C", "P", "H", "H", "C", "H", "C", "C", "H", "C", "H", "Pt", "H", "H", "H", "H", "C", "C", "H", "C", "H", "C", "H", "H", "C", "C", "H", "C", "C", "C", "C", "H", "C", "O", "C", "H", "C", "N", "H", "H", "P", "C", "C", "H", "H", "H", "C", "H", "H", "C", "C", "C", "H", "H", "N", "N", "C", "C", "C", "C", "H", "H", "O", "C", "C", "C"],
  "xyz": [[3.102, 2.750, 4.675], [-2.070, -0.143, -0.460], [0.668, 0.711, 3.486], [4.444, -4.882, 3.323], [-0.299, 3.490, 2.304], [1.738, 3.145, 0.060], [-0.882, 2.886, 1.191], [-0.103, 2.989, -5.035], [1.633, 4.526, -0.024], [6.242, 4.398, 2.953], [-0.477, 3.307, -4.071], [5.497, 1.830, 1.673], [0.958, -2.868, -0.967], [4.470, -1.634, -1.428], [-1.089, 3.963, 3.342], [-3.981, 1.085, -2.031], [2.127, -3.067, -4.163], [2.801, -2.035, 1.534], [-0.442, -3.284, 2.196], [-2.749, 2.363, 0.252], [3.599, -3.108, 1.972], [4.229, -2.079, -0.470], [1.143, -4.430, 0.484], [2.467, 6.488, 0.299], [-4.650, -2.928, 2.850], [4.658, -3.678, 1.229], [1.611, -2.311, 3.628], [1.390, -4.128, -0.526], [1.221, -2.498, -2.301], [-3.278, 1.123, -3.614], [2.628, 5.422, 0.393], [-0.054, 2.658, -2.923], [2.447, -4.552, -2.661], [1.268, 2.301, 5.700], [3.216, -1.513, 0.271], [0.224, -1.466, -3.941], [5.276, -4.803, 2.018], [5.748, -3.606, -0.622], [4.961, -3.187, -0.010], [-2.651, -4.328, 2.472], [-1.781, 4.502, -0.642], [2.594, -0.014, -0.405], [-3.561, -1.081, 2.778], [4.959, 5.563, 1.578], [0.395, -0.465, 2.123], [-2.240, 0.593, 2.646], [-4.436, -0.464, 2.933], [3.433, -3.772, 3.203], [0.773, 3.609, 2.366], [-1.310, -2.665, 2.373], [3.401, 1.219, 0.566], [5.246, -5.736, 1.454], [-2.071, 0.345, -2.173], [-2.534, 5.621, -2.692], [0.282, -0.062, -0.225], [-0.620, 4.430, 4.198], [6.834, 4.449, 1.308], [-1.703, 4.862, -4.895], [0.857, 2.070, -2.979], [-2.468, 3.851, 3.273], [-2.320, -0.487, 2.625], [2.597, 1.327, 2.760], [-1.385, 4.359, -3.991], [-3.085, 4.231, 4.077], [0.493, -1.407, -2.889], [3.941, -5.845, 3.424], [4.921, -0.157, 1.142], [0.091, 1.570, 5.666], [2.965, 2.580, 0.513], [4.658, 6.104, 2.476], [2.132, -4.940, -1.354], [2.448, -3.355, 4.053], [1.728, -1.670, 2.405], [-3.680, -2.464, 2.729], [5.060, -4.757, 4.213], [3.762, 4.900, 0.952], [0.289, -2.111, -0.104], [1.958, -3.359, -3.133], [2.472, -5.900, -0.986], [2.163, 2.212, 4.642], [-1.026, 0.282, -2.921], [-4.138, 3.208, 2.086], [-0.598, 1.606, 6.499], [0.148, 2.310, -0.190], [-0.208, 0.773, 4.569], [-2.557, -3.252, 2.521], [1.499, 2.917, 6.559], [-1.120, 0.195, 4.582], [0.809, -2.012, 4.294], [5.161, 3.150, 1.558], [0.712, 4.951, -0.403], [6.327, -4.594, 2.219], [-2.276, 2.793, 1.122], [-1.183, -1.280, 2.440], [1.870, 1.416, 3.550], [5.408, 6.296, 0.907], [6.431, 1.507, 2.111], [-3.226, 0.847, -2.647], [-0.010, -0.408, -2.259], [-3.061, 3.272, 2.158], [-0.510, 3.104, -1.683], [-1.848, 4.787, -2.759], [5.925, 4.398, 1.910], [3.022, -5.203, -3.303], [2.285, -3.815, 5.019], [3.004, 0.153, -1.795], [3.918, 3.501, 0.989], [4.616, 0.880, 1.130], [-1.420, 4.155, -1.600]],
  "homo_energy_ev": -12.55,
  "homo_lumo_gap_ha": 0.25227,
  "spin_multiplicity": 1,
  "total_energy_ha": -4072.54265,
  "charge": 2,
  "de_lowest_kj_mol": 0.0,
  "e_lumo_ev": -5.68
}

***

# 3
{
  "formula": "C56H44ClCoF4GeP3",
  "method": "wB97M-V/def2-TZVPD",
  "species": ["H", "H", "H", "H", "C", "H", "H", "C", "P", "H", "C", "H", "H", "H", "C", "C", "C", "C", "C", "C", "H", "H", "C", "H", "F", "C", "C", "H", "H", "C", "H", "C", "Ge", "C", "H", "C", "H", "C", "C", "F", "H", "C", "H", "H", "C", "H", "H", "H", "H", "H", "Cl", "Co", "P", "H", "H", "C", "H", "C", "H", "C", "C", "C", "C", "H", "C", "C", "H", "C", "C", "C", "C", "H", "H", "H", "C", "C", "H", "C", "C", "C", "H", "H", "C", "C", "C", "C", "C", "C", "C", "H", "C", "H", "C", "H", "F", "H", "H", "C", "H", "C", "C", "C", "C", "C", "C", "F", "C", "P", "C", "C"],
  "xyz": [[3.503, 1.365, -1.856], [-0.781, 2.968, -3.148], [-1.723, -1.193, -6.047], [-4.826, 1.486, 1.027], [2.210, -1.261, 4.368], [4.017, 3.962, 3.386], [-0.306, -4.469, 5.198], [4.795, -1.241, -3.421], [-0.019, 1.405, 2.275], [2.729, 1.929, 2.944], [-2.865, -3.125, 0.258], [1.065, -5.307, 3.316], [-1.489, 2.757, 4.416], [-2.253, 3.477, 0.107], [-4.232, -3.305, 0.212], [0.076, -2.815, -1.073], [-4.534, -0.936, -0.093], [0.176, 3.054, -3.643], [1.734, -1.183, 5.667], [-1.783, 1.771, 2.531], [-2.213, -3.979, 0.406], [3.614, -2.813, -4.344], [1.568, 4.182, -5.241], [-0.831, 4.293, 2.520], [-3.968, 1.753, -1.095], [4.796, -0.171, -2.596], [0.370, 4.083, -4.546], [-4.650, -4.297, 0.318], [5.711, 0.357, -2.363], [2.278, -0.294, -2.512], [-6.141, -2.343, -0.011], [2.222, 2.887, 2.944], [-2.401, 1.057, -0.614], [-0.302, -3.946, 4.250], [3.124, 1.441, -4.047], [3.544, 0.268, -1.887], [-1.992, 3.305, -1.644], [-1.779, -0.805, -5.038], [2.359, -1.393, -3.311], [2.620, 0.252, 0.332], [-3.867, 3.184, 4.826], [-4.091, 1.715, 1.782], [-1.704, -1.270, 2.740], [-1.781, -2.833, -2.165], [-3.006, -0.664, -4.404], [1.988, -0.585, 2.355], [-1.692, -2.435, 4.886], [5.723, -1.570, -3.871], [-3.918, -0.949, -4.913], [1.278, -5.385, -3.715], [0.025, 3.473, -0.431], [0.272, 0.654, 0.077], [-0.492, -1.657, 0.223], [-0.756, 1.048, 5.218], [0.320, -0.467, -4.895], [0.468, -4.412, 3.199], [2.820, -4.620, -1.930], [-0.684, 0.070, -3.069], [2.189, -1.775, 6.450], [-3.074, -0.127, -3.130], [-1.079, -2.808, 4.076], [-1.074, -2.146, 2.862], [2.324, 5.272, 3.226], [-4.046, 0.007, -2.674], [1.382, -3.304, -1.048], [2.351, 2.193, -4.136], [0.283, -0.286, 6.969], [-2.221, 2.420, 3.694], [0.950, -4.654, -2.987], [1.619, -0.503, 3.368], [1.169, 2.105, -3.405], [-1.003, -4.431, -3.852], [1.724, 4.986, -5.947], [2.081, -2.953, -0.301], [-3.559, 2.686, 3.917], [3.595, -1.930, -3.720], [-5.187, -0.093, -0.265], [0.229, 4.205, 2.723], [-0.297, -2.603, 1.795], [0.079, 0.414, 4.959], [3.034, -1.920, 4.126], [1.048, -4.169, 1.172], [0.552, 0.347, 3.652], [0.851, 2.960, 2.703], [0.664, -0.348, 5.958], [2.551, 3.229, -5.041], [-1.919, 0.254, -2.437], [-2.306, -1.848, 0.126], [3.705, -0.115, -0.416], [-5.547, 2.527, 3.120], [-3.153, -0.775, -0.049], [-0.420, 4.803, -4.717], [0.468, -3.748, 1.977], [0.461, 6.313, 3.005], [3.862, -1.428, -0.225], [3.478, 3.277, -5.597], [1.453, -1.855, -3.680], [-0.332, -4.125, -3.060], [2.894, 6.169, 3.431], [-4.496, 2.322, 2.962], [1.810, -4.233, -1.983], [-5.068, -2.208, 0.034], [2.954, 4.036, 3.200], [0.960, 5.354, 2.988], [-2.745, 1.467, 1.572], [4.753, 0.508, 0.130], [-1.667, 2.980, -0.659], [0.795, 0.715, -2.243], [-0.769, -3.217, -2.106], [-0.630, -0.418, -4.378]],
  "homo_energy_ev": [-9.87, -10.90],
  "homo_lumo_gap_ha": [0.27200, 0.22912],
  "spin_multiplicity": 5,
  "total_energy_ha": -7503.52219,
  "charge": 1,
  "e_lumo_ev": [-2.47, -4.67]
}

***

# 4
{
  "formula": "C56H44N8O2P2RuS",
  "method": "wB97M-V/def2-TZVPD",
  "species": ["C", "H", "C", "H", "H", "C", "N", "C", "H", "H", "C", "C", "C", "H", "C", "C", "P", "H", "H", "H", "H", "C", "C", "N", "H", "S", "C", "C", "H", "C", "C", "C", "H", "C", "C", "C", "C", "C", "C", "C", "N", "N", "C", "H", "H", "H", "C", "C", "N", "C", "H", "H", "C", "C", "C", "C", "C", "C", "C", "C", "C", "H", "C", "H", "C", "H", "H", "H", "H", "C", "H", "N", "H", "H", "C", "Ru", "H", "O", "H", "H", "C", "C", "C", "H", "C", "C", "H", "C", "C", "H", "H", "H", "C", "H", "C", "C", "N", "H", "H", "H", "C", "O", "H", "C", "C", "C", "N", "C", "C", "H", "P", "H", "H", "H"],
  "xyz": [[1.771, 2.551, -4.973], [-1.199, 2.074, -6.532], [2.368, -1.377, 4.076], [1.135, 3.230, -2.246], [2.476, -4.924, 5.573], [-2.385, 3.320, 2.918], [1.375, -2.258, 0.265], [-1.698, -4.418, 2.228], [-1.684, -5.139, 3.034], [4.715, -2.763, -1.855], [-0.732, -2.472, -4.909], [-2.031, 1.628, 4.606], [0.333, -0.874, 5.412], [-3.092, 0.353, -3.014], [-3.631, 0.429, -2.075], [2.076, 3.709, -2.005], [3.369, 1.455, -3.133], [-5.233, 2.718, 4.654], [-0.473, 2.426, 3.380], [0.110, -2.359, -5.582], [-4.386, 4.078, 2.783], [-0.785, 2.294, 0.514], [-1.896, -3.927, -0.124], [-1.538, 3.381, 0.593], [2.394, -0.343, 3.747], [0.704, -0.903, -3.153], [-0.717, -1.861, -3.665], [-4.760, 1.223, -1.987], [5.426, 5.465, -1.215], [-2.888, -2.740, -3.151], [-1.558, -2.147, 1.475], [-0.367, 0.801, -5.031], [-1.995, -5.899, 0.709], [-4.200, 2.625, 4.348], [-5.015, 0.612, 0.328], [3.261, -2.316, 3.554], [-1.767, -2.011, -2.755], [-1.844, -3.214, -5.274], [3.330, 0.299, -1.657], [0.715, 2.774, -5.840], [-0.523, -1.070, 6.366], [-0.695, 1.908, -0.755], [4.195, -1.954, 2.424], [4.782, -1.077, 2.712], [-3.796, -3.899, -4.704], [3.618, -4.477, -0.397], [-3.720, 3.397, 3.298], [-0.369, 1.906, -5.860], [3.255, -3.660, 0.081], [3.904, -2.416, 0.022], [-1.199, 0.111, -5.052], [2.307, 1.788, -0.586], [2.148, -1.305, 1.030], [3.287, 3.091, -2.341], [2.081, 4.949, -1.389], [1.437, -1.747, 5.044], [3.286, 5.583, -1.106], [-1.447, 2.826, -1.428], [4.491, 3.730, -2.052], [-1.546, -3.064, 2.508], [4.354, -1.978, -1.192], [4.790, -0.669, -2.767], [-3.367, 1.729, 4.994], [-3.579, -0.771, 1.109], [-1.535, 2.453, 3.598], [1.725, 0.817, 1.401], [4.902, -2.768, 2.261], [-3.731, 1.105, 5.799], [-6.327, 1.949, -0.716], [-1.744, -2.574, 0.153], [5.430, 3.270, -2.336], [3.565, -1.623, 1.107], [1.259, -4.211, -0.348], [-3.726, -2.842, -2.472], [-1.201, 0.598, 5.213], [0.424, -0.136, -1.007], [3.969, -4.336, 3.707], [1.927, -1.673, -3.378], [0.791, -3.286, 6.384], [-2.633, 4.885, 1.461], [-3.894, -0.198, 0.246], [1.953, 0.124, 0.596], [1.892, -3.401, 0.004], [-1.874, -3.691, -6.245], [4.238, -0.729, -1.835], [1.491, -3.027, 5.601], [-5.111, 1.765, -2.856], [-1.870, -4.845, 0.919], [0.718, 0.556, -4.188], [2.606, 3.240, -4.970], [-0.340, 1.789, 1.354], [-5.557, 0.681, 1.262], [2.426, -3.935, 5.138], [1.737, -1.388, 2.038], [2.463, 0.708, -0.573], [-1.875, 4.175, 1.780], [-1.958, 3.733, -0.636], [0.741, 3.625, -6.508], [-0.989, 4.734, 2.085], [-1.417, -2.736, 3.533], [-2.923, -3.334, -4.404], [-0.039, 0.181, 4.635], [3.284, 6.564, -0.650], [-5.449, 1.321, -0.784], [3.277, -3.597, 4.093], [-3.203, -0.300, -0.962], [-1.490, -0.135, 6.244], [4.488, 4.972, -1.430], [1.789, 1.461, -4.096], [-2.036, -4.271, -1.141], [-1.680, -1.265, -1.095], [-1.415, -1.087, 1.675], [1.144, 5.432, -1.142], [-1.595, 2.821, -2.496]],
  "homo_energy_ev": [-14.48, -14.48],
  "homo_lumo_gap_ha": [0.22048, 0.10695],
  "spin_multiplicity": 6,
  "total_energy_ha": -3923.59551,
  "charge": 3,
  "de_lowest_kj_mol": 57.3,
  "e_lumo_ev": [-8.48, -11.57]
}